DFT (ωB97M-V with the def2-TZVPD basis set) results for C63H43GeN4Sc as an isolated structure.

E_LUMO (alpha / beta) (eV): 4.17 / 3.87
HOMO level (alpha / beta) (eV): 0.133 / -0.506
Total charge: -2

Each line ends with the Löwdin charge.
Cartesian coordinates (Å):
Sc 12.47878 16.22650 12.17776  0.7453
C 18.09514 12.67652 16.23471  -0.1239
C 17.92380 14.04482 16.54581  -0.0946
C 16.95029 14.77402 15.89434  -0.0466
C 16.09112 14.12923 14.99288  -0.1727
C 16.28995 12.76787 14.69952  -0.0234
C 17.28948 12.03094 15.32894  -0.1030
C 14.98554 14.87731 14.23841  -0.0595
C 13.63805 14.57774 14.55826  -0.2427
C 13.21936 13.74200 15.62537  -0.0488
C 11.84142 13.79430 15.71869  -0.0400
C 11.39550 14.61223 14.62964  -0.2440
N 12.48970 15.14170 13.99830  0.0126
C 10.01767 14.92714 14.37716  -0.0875
C 9.61270 15.83085 13.41488  -0.2490
C 8.24610 16.07620 13.05269  -0.0116
C 8.25252 16.97358 12.00337  -0.0337
C 9.58423 17.36901 11.70058  -0.2270
C 9.94196 18.28082 10.70134  -0.0752
C 8.83388 19.06108 10.02476  -0.2021
C 8.36279 20.21224 10.61925  -0.0306
C 7.37043 20.94788 9.98590  -0.0955
C 6.84376 20.48192 8.79440  -0.1243
C 7.26730 19.29210 8.20014  -0.0969
C 8.24040 18.56213 8.84492  -0.0299
C 11.30166 18.53162 10.32369  -0.2480
N 12.43839 18.05614 10.97740  0.0329
C 13.52774 18.54698 10.26873  -0.2439
C 14.89316 18.28895 10.57847  -0.0889
C 15.97104 18.92177 9.74072  -0.1822
C 16.84251 19.90042 10.30926  -0.0464
C 17.83992 20.48951 9.55908  -0.1015
C 17.94268 20.12809 8.19860  -0.1247
C 17.12895 19.16620 7.62205  -0.0871
C 16.11531 18.57029 8.39523  -0.0264
C 15.28747 17.43728 11.61557  -0.2355
C 16.65756 17.10162 11.86931  -0.0195
C 16.68538 16.14865 12.87830  -0.0347
C 15.37017 15.85061 13.28753  -0.2338
N 14.52657 16.72566 12.54893  0.0097
C 13.05583 19.29825 9.16756  -0.0487
C 11.67475 19.35084 9.23866  -0.0426
N 10.42350 16.59741 12.55942  0.0086
C 8.95249 14.09501 15.10188  -0.1758
C 8.02341 14.65947 15.99585  -0.0569
C 7.04390 13.86292 16.54511  -0.1093
C 6.98895 12.49617 16.18589  -0.1118
C 7.92759 11.91690 15.31171  -0.0950
C 8.86680 12.73975 14.74448  -0.0415
H 18.88119 12.09568 16.73570  0.0905
H 18.55907 14.50417 17.30402  0.0918
H 16.78471 15.79924 16.11363  0.1077
H 15.64042 12.27300 13.99292  0.1213
H 17.44516 10.98510 15.09603  0.0956
H 13.86914 13.12034 16.22513  0.0935
H 11.21974 13.21608 16.42727  0.1034
H 7.38447 15.63684 13.56455  0.1007
H 7.42071 17.35725 11.45155  0.0950
H 8.77010 20.49237 11.57426  0.1190
H 7.06146 21.90546 10.35846  0.0874
H 6.10431 21.06804 8.25393  0.0870
H 6.82965 18.93914 7.24763  0.1047
H 8.64842 17.64029 8.42804  0.1169
H 16.68812 20.15690 11.35798  0.1169
H 18.47959 21.27161 9.99306  0.0951
H 18.67119 20.62703 7.60074  0.0733
H 17.24389 18.90493 6.57624  0.0916
H 15.45268 17.79613 8.03087  0.1108
H 17.51077 17.51524 11.32097  0.1016
H 17.59049 15.72068 13.34592  0.1070
H 13.65164 19.73125 8.35416  0.0982
H 10.99530 19.83189 8.52437  0.1038
H 8.10060 15.71450 16.27792  0.1201
H 6.35816 14.20544 17.32245  0.0910
H 6.20131 11.87445 16.62718  0.0843
H 7.89564 10.85067 15.07443  0.0982
H 9.56843 12.34213 14.04154  0.1162
C 12.63519 14.52402 10.98588  -0.3060
Ge 12.56517 13.16646 9.65606  0.8026
C 14.24852 13.83691 8.69966  -0.2622
C 14.24283 14.56636 7.48880  -0.1046
C 15.44721 15.01074 6.87793  -0.1101
C 16.66518 14.66417 7.49172  -0.1394
C 16.69405 13.92609 8.65021  -0.1309
C 15.51919 13.51880 9.23728  -0.1359
C 12.72631 11.11247 9.89040  -0.2365
C 11.74878 10.38916 10.61896  -0.1178
C 11.76891 8.99703 10.70636  -0.1306
C 12.71707 8.25150 10.03293  -0.1408
C 13.70903 8.92172 9.31453  -0.1257
C 13.70441 10.31459 9.27405  -0.1364
C 10.85129 13.42754 8.64694  -0.2660
C 9.82808 14.03352 9.40704  -0.1313
C 8.70314 14.58892 8.83980  -0.0992
C 8.48944 14.42499 7.44750  -0.1259
C 9.42625 13.75674 6.68623  -0.1298
C 10.60606 13.24159 7.27786  -0.1182
H 13.28645 14.85636 7.05363  0.0862
H 15.43313 15.54660 5.93559  0.0822
H 17.59535 14.96490 7.03347  0.0809
H 17.64400 13.56497 9.08559  0.1022
H 15.55666 12.96301 10.18008  0.0986
H 10.96140 10.91566 11.16511  0.0934
H 11.01702 8.49062 11.32547  0.0930
H 12.72027 7.16711 10.04676  0.0828
H 14.45478 8.32959 8.73851  0.0971
H 14.55683 10.78101 8.75774  0.0877
H 9.96987 14.06335 10.48609  0.0803
H 7.99951 15.11793 9.48288  0.0907
H 7.58116 14.85334 7.02333  0.0845
H 9.29239 13.63677 5.61480  0.0816
H 11.32098 12.73903 6.63021  0.0882

DFT (ωB97M-V with the def2-TZVPD basis set) results for one molecule with the formula C6H7NO.

E_LUMO (eV): 0.07
HOMO level (eV): -8.378

Each line ends with the Löwdin charge.
Cartesian coordinates (Å):
C 0.53102 0.32401 0.19980  -0.2569
C 1.32870 -2.26686 -0.29956  0.0020
C -0.77580 -0.31958 -0.27817  -0.2988
C 0.83187 1.54938 0.41873  0.0457
C 1.59036 -0.78551 0.39869  -0.1170
C -2.05330 0.46725 -0.24331  -0.0466
N -0.91472 -1.49423 -0.77816  0.1297
O 0.20614 -2.40048 -0.86610  -0.0985
H 1.79701 1.83571 0.79836  0.0752
H 0.25010 2.42928 0.17601  0.0699
H 1.69373 -1.04868 1.43328  0.0940
H 2.45686 -0.30390 0.01492  0.0852
H -2.31165 0.53955 0.81298  0.0814
H -1.78260 1.47581 -0.83795  0.1260
H -2.84771 -0.00176 -0.94951  0.1087

DFT (ωB97M-V with the def2-TZVPD basis set) results for C23H25BrHfO2 as an isolated structure.

E_LUMO (eV): -16.49
HOMO level (eV): -18.504
Total charge: +4

Each line ends with the Löwdin charge.
Cartesian coordinates (Å):
C -3.92511 6.92040 -0.78257  0.0775
C -2.87046 6.10530 -1.64211  -0.0662
C -3.00767 4.77053 -0.85497  -0.0343
C -1.71557 4.08192 -1.48799  0.0006
C -2.30903 2.61196 -1.59902  -0.0389
C -0.96534 1.83838 -1.78796  -0.0786
C -0.87606 0.64095 -0.77867  -0.1153
C -1.10731 -0.66419 -1.57180  -0.1568
C -0.13983 -1.83392 -1.27292  -0.1055
C -0.17064 -2.42752 0.11048  -0.1185
C -1.29354 -2.30531 0.89332  -0.0478
C -1.38411 -2.87405 2.15747  -0.6463
Br -2.92122 -2.68070 3.15620  0.9515
C -0.32689 -3.60033 2.68399  -0.0088
C 0.80438 -3.72505 1.92733  -0.0722
C 0.90583 -3.15801 0.65138  -0.0369
C 2.14370 -3.45375 -0.07312  -0.3141
O 2.26361 -3.78230 -1.24697  0.0716
C 3.38250 -3.37918 0.78130  -0.3634
C 4.60961 -2.76646 0.36582  -0.1978
C 5.64986 -2.69607 1.30441  -0.0319
C 5.53310 -3.24535 2.58145  -0.0001
C 4.36953 -3.88289 2.95243  0.0727
C 3.28200 -3.94447 2.06491  -0.1037
C 1.94604 -4.51464 2.45104  -0.2874
O 1.85542 -5.52007 3.10251  0.2129
H -4.76352 6.32792 -0.43070  0.1135
H -4.25760 7.67727 -1.50676  0.1600
H -3.41409 7.31343 0.08681  0.1184
H -3.13963 6.01931 -2.68746  0.1479
H -1.87621 6.52885 -1.56826  0.1442
H -3.95532 4.27539 -1.01505  0.1451
H -2.85948 4.88325 0.21448  0.1596
H -0.89725 4.17951 -0.78287  0.1543
H -1.42991 4.41253 -2.48062  0.1532
H -2.87859 2.35451 -0.71749  0.1274
H -2.95818 2.50705 -2.46093  0.1517
H -0.09011 2.46584 -1.59285  0.1371
H -0.91151 1.56453 -2.83963  0.1471
H 0.11504 0.66212 -0.33489  0.1266
H -1.58926 0.72964 0.03159  0.1175
H -2.12100 -1.01464 -1.40275  0.1214
H -1.01483 -0.49568 -2.64067  0.1209
H 0.87534 -1.56043 -1.55302  0.1233
H -0.44924 -2.61259 -1.97204  0.1503
H -2.14255 -1.75310 0.53186  0.1068
H -0.38578 -4.07696 3.64913  0.1416
H 4.73000 -2.30070 -0.60522  0.1338
H 6.56435 -2.19206 1.02418  0.1487
H 6.34235 -3.16149 3.28969  0.1476
H 4.25511 -4.30526 3.94094  0.1606
Hf 4.51908 -4.94343 -0.26340  1.9788

DFT (ωB97M-V with the def2-TZVPD basis set) results for CH2F9K3N3O16S7 as an isolated structure.

E_LUMO (eV): -1.14
HOMO level (eV): -4.798
Total charge: -1

Each line ends with the Löwdin charge.
Cartesian coordinates (Å):
K -13.18440 -13.02518 -7.04505  0.9347
K -15.36372 -11.81616 -0.73774  0.9618
K -14.99362 -9.23932 -7.27821  0.9264
N -21.39743 -10.37653 -9.21838  -0.2620
S -21.52249 -11.80549 -10.23326  0.5937
O -21.99833 -13.08658 -9.72812  -0.2735
O -20.51052 -11.77047 -11.29140  -0.3241
F -22.86570 -11.30952 -10.90630  -0.2156
S -20.51759 -11.01953 -8.20013  0.4121
O -19.11938 -11.19146 -8.52722  -0.3222
O -21.13156 -11.84076 -7.15510  -0.2878
F -20.37423 -9.57645 -7.40411  -0.2762
N -21.55249 -16.41040 -6.19062  -0.2546
S -20.38661 -17.57383 -5.66273  0.5101
O -20.21982 -17.82127 -4.29757  -0.2696
O -19.21048 -17.56373 -6.47112  -0.2892
F -21.19593 -18.85946 -6.22956  -0.2333
S -20.75697 -15.23303 -5.61313  0.4002
O -19.82693 -14.73934 -6.57308  -0.2890
O -20.42287 -15.08744 -4.20226  -0.3064
F -22.01964 -14.26150 -5.87139  -0.2252
N -14.89774 -16.89252 -2.74638  -0.2397
S -14.50810 -15.33155 -3.32542  0.6127
O -14.81684 -14.24435 -2.42650  -0.3591
O -14.58153 -15.01142 -4.77615  -0.3406
F -12.91341 -15.46269 -3.16291  -0.2207
S -16.19054 -16.87051 -3.36509  0.3864
O -16.33700 -17.36389 -4.72651  -0.2562
O -17.17521 -15.92110 -2.81260  -0.2730
F -16.49233 -18.20442 -2.46107  -0.2358
C -17.64031 -12.69650 -5.12503  -0.5145
F -18.57976 -12.63804 -4.17309  0.1439
F -17.06681 -13.90766 -5.21031  0.1411
F -18.27667 -12.26357 -6.27942  0.0940
S -16.23862 -11.34321 -4.69591  0.5734
O -15.30323 -11.68009 -5.82484  -0.5379
O -16.91538 -10.05673 -5.00598  -0.3826
O -15.83108 -11.52953 -3.32712  -0.4252
O -18.56963 -8.37377 -6.30513  -0.0737
H -19.21311 -7.97876 -5.71680  0.0350
H -18.16411 -9.06813 -5.78585  -0.0374

> Number 4 is which compound?

CH2F9K3N3O16S7